{"formula": "C5H14N4", "method": "the ωB97M-V functional and the def2-TZVPD basis", "elements": ["H", "N", "C", "N", "C", "N", "H", "H", "H", "H", "H", "H", "C", "C", "C", "N", "H", "H", "H", "H", "H", "H", "H"], "coordinates": [[0.0857, -3.7238, -0.2444], [0.7569, -3.0499, -0.6400], [0.2084, -1.9000, -0.4507], [-1.0704, -1.6681, 0.0337], [-1.6384, -0.4504, 0.5893], [-1.9472, -2.7822, -0.1317], [0.6834, -1.0317, -0.9242], [-2.1161, 0.1046, -0.2240], [-0.9097, 0.1103, 1.1758], [-2.4500, -0.6700, 1.2904], [-2.5638, -2.6266, -0.9319], [-2.5332, -2.9152, 0.6936], [-0.1784, 2.3293, -0.9005], [0.8458, 1.4922, -0.6868], [1.5405, 1.2574, 0.6866], [2.7265, 2.0778, 0.8094], [-0.4292, 2.6414, -1.9103], [-0.7674, 2.7359, -0.0846], [1.4246, 1.1466, -1.5415], [1.8319, 0.2071, 0.7887], [0.8500, 1.4717, 1.5112], [3.1602, 2.2511, -0.0953], [2.4900, 2.9924, 1.1869]], "smiles": "[H]/N=C\\N(C)N.C=CCN", "homo_lumo_gap_ev": 9.182, "energy_ev": -11369.697, "de_lowest_kcal_mol": 62.7}